C21H51Cl2N3O9 | wB97M-V/def2-TZVPD

Summary:
* largest force on an atom: 0.3550 hartree/bohr
* relative energy (zero: lowest compared OMol25 entry of this formula, charge and spin): 562.48 kcal per mole
* gap between HOMO and LUMO: 8.44 eV
* energy: -2591.5618 a.u.

Geometry as ORCA input:
```
! wB97M-V def2-TZVPD RIJCOSX def2/J DEFGRID3
* xyz 0 1
C 0.0299 4.4758 4.7897
C -0.5722 3.1873 4.2804
C -0.6560 3.1771 2.7310
O -1.3964 4.2575 2.1953
C -1.6239 4.2848 0.7475
N 0.1520 2.0937 4.8166
H -0.5829 5.3597 4.6126
H 0.9883 4.7286 4.3364
H 0.1367 4.4164 5.8728
H -1.5457 3.2210 4.7695
H -1.0027 2.1977 2.4012
H 0.3759 3.2513 2.3878
H -1.9172 5.2967 0.4678
H -2.4206 3.5716 0.5361
H -0.7157 4.0370 0.1981
H 1.1439 2.1363 4.6309
H -0.1444 1.2427 4.3605
C 3.3629 -3.9189 -5.6145
C 4.1802 -4.1534 -4.3003
C 4.1981 -2.8444 -3.4373
O 3.1057 -2.9997 -2.5316
C 3.1053 -2.3306 -1.2531
N 3.5860 -5.3303 -3.7350
H 2.3418 -3.7513 -5.2718
H 3.4052 -4.8264 -6.2168
H 3.6360 -3.0127 -6.1552
H 5.2169 -4.4054 -4.5237
H 4.0220 -1.9256 -3.9966
H 5.1091 -2.6386 -2.8753
H 3.8154 -1.5359 -1.4815
H 3.2886 -3.0621 -0.4661
H 2.1394 -1.9146 -0.9665
H 3.0297 -5.0317 -2.9468
H 2.8337 -5.6957 -4.3012
C -5.4786 2.7495 3.7974
C -4.4743 1.8656 2.9989
C -3.8240 2.6910 1.8833
O -2.9133 1.8352 1.1093
C -3.4233 0.8588 0.1889
N -3.4754 1.3608 3.9457
H -5.8315 2.1484 4.6354
H -6.3494 3.0334 3.2066
H -5.1410 3.7128 4.1798
H -5.0649 1.0488 2.5841
H -3.2034 3.4435 2.3698
H -4.5799 3.0032 1.1626
H -4.1944 0.1875 0.5669
H -2.6373 0.1451 -0.0581
H -3.5351 1.2163 -0.8347
H -2.8698 2.1573 4.0836
H -2.9846 0.7329 3.3253
C 0.6577 -3.0833 -1.0566
C -0.5340 -2.6217 -0.2874
O -0.8594 -1.2574 -0.4686
C -0.5121 -0.3505 0.4247
O 0.2935 -0.4880 1.3067
O -1.1487 0.8016 0.1670
C -0.9325 2.0548 0.8484
H 1.5072 -2.4004 -1.0541
H 0.3450 -3.0937 -2.1008
H 1.0846 -4.0604 -0.8306
H -0.5718 -2.8249 0.7828
H -1.3215 -3.0947 -0.8741
H -1.2741 2.0777 1.8832
H -1.3537 2.9169 0.3312
H 0.0603 2.4863 0.7208
C 0.1072 -0.4733 -3.3729
C 0.9858 0.7063 -3.4316
O 1.1547 1.3003 -2.1995
C 1.8376 0.7010 -1.2636
O 2.3201 -0.4238 -1.3188
O 1.8227 1.4914 -0.1118
C 2.4152 1.1178 1.1711
H -0.8195 -0.4124 -2.8024
H 0.7141 -1.3604 -3.1914
H -0.2675 -0.6237 -4.3854
H 0.4188 1.3665 -4.0879
H 2.0076 0.7535 -3.8082
H 3.1080 1.8897 1.5062
H 3.0152 0.2168 1.0432
H 1.5225 1.0760 1.7952
C 0.5839 -5.5742 -1.6353
Cl 1.4464 -6.9805 -0.9882
Cl 1.5954 -4.7097 -2.7608
H -0.2026 -5.9114 -2.3104
H 0.1494 -4.9606 -0.8461
*
```

Löwdin population analysis, charges in e, atoms 1 to 6: -0.068, -0.449, -0.215, -0.102, -0.089, 0.064